46
Properties=species:S:1:pos:R:3 method="wB97M-V/def2-TZVPD" total_charge=0 homo_ev=-8.22 smiles="COc1ccc(NC(=O)c2cccc(C#N)c2)cc1NS(=O)(=O)c1ccc(F)cc1" spin_multiplicity=1
C 1.69906 3.73407 4.61020
H 0.84835 4.41877 4.53526
O 1.37425 2.45330 4.12566
C 1.02329 2.32780 2.80841
C 0.93089 3.36966 1.90006
C 0.56435 3.12977 0.58503
C 0.27996 1.83852 0.16046
C 0.37326 0.78616 1.06471
C 0.73965 1.01785 2.37679
N 0.80262 -0.04025 3.27740
S 1.46682 -1.51877 2.80661
O 2.54502 -1.31965 1.88454
O 1.72930 -2.20586 4.03553
C 0.10193 -2.30548 1.96091
C 0.29648 -2.81723 0.69189
C -0.76441 -3.40145 0.02365
C -1.99353 -3.45197 0.65835
C -2.19360 -2.95405 1.93624
C -1.12383 -2.37341 2.59419
H -1.22774 -1.96761 3.58723
H -3.16951 -3.01999 2.39046
F -3.03543 -4.00944 0.01437
H -0.65506 -3.79597 -0.97301
H 1.27119 -2.73099 0.23944
H 1.09605 0.23434 4.20427
H 0.15896 -0.21499 0.74271
N -0.09020 1.63596 -1.17475
C -0.56332 0.50110 -1.75820
O -0.76844 -0.54910 -1.18140
C -0.85490 0.64678 -3.21991
C -0.12680 1.47806 -4.06018
C -0.44499 1.53669 -5.41667
C -1.48796 0.76834 -5.93479
C -2.19693 -0.07038 -5.09459
C -1.87877 -0.13700 -3.74982
H -2.41436 -0.79605 -3.08344
H -2.99718 -0.67657 -5.49067
H -1.72374 0.82951 -6.98672
C 0.29729 2.38819 -6.26938
N 0.89557 3.08725 -6.95238
H 0.70805 2.06022 -3.69541
H -0.05114 2.46780 -1.74721
H 0.50258 3.95768 -0.10620
H 1.15018 4.38166 2.20006
H 2.55744 4.15769 4.07991
H 1.95712 3.59408 5.65863